Computed, not measured: a 8-piece molecular cluster, C24H44N4O12 overall in a non-equilibrium geometry, with ωB97M-V/def2-TZVPD.

Geometry as XYZ:
```
84
Properties=species:S:1:pos:R:3:forces:R:3:lowdin_charge:R:1
O -0.546746 -2.833157 -3.750003 0.309 -0.076 0.025 0.10
C -0.253129 -3.997527 -3.788881 -0.404 -0.148 0.405 -0.48
C 0.385138 -4.857471 -2.701876 -0.443 -0.244 -0.828 -0.07
C 0.000359 -6.270013 -3.142666 0.083 0.569 -0.688 -0.13
C -0.092455 -6.111671 -4.685909 -0.264 -0.412 1.396 -0.14
O -0.511335 -4.756779 -4.863714 0.130 0.165 -0.572 0.04
H 1.455132 -4.682906 -2.845678 0.080 -0.029 0.642 0.14
H -0.022889 -4.642731 -1.717865 0.489 0.429 0.111 0.11
H 0.710638 -7.018903 -2.806983 -0.157 -0.192 -0.054 0.12
H -1.014001 -6.473211 -2.800204 0.141 -0.254 0.299 0.11
H 0.857445 -6.309968 -5.176682 -0.039 0.142 -0.243 0.13
H -0.895489 -6.748710 -5.043111 0.199 -0.028 -0.470 0.12
O 6.754859 5.316375 0.704810 0.054 0.075 -0.104 0.12
C 5.695365 4.770111 0.614693 -0.189 0.258 -0.024 -0.48
C 5.171304 3.887307 -0.504853 -0.126 -0.540 0.338 -0.07
C 4.193916 3.014700 0.274071 -0.091 -0.467 -0.084 -0.16
C 3.635841 3.997708 1.281278 -0.244 0.193 -0.224 -0.15
O 4.761396 4.845805 1.596175 -0.028 -0.128 -0.056 0.04
H 4.614312 4.437584 -1.264168 0.204 0.361 0.073 0.13
H 5.975115 3.336117 -0.984334 0.087 0.114 -0.005 0.12
H 3.434057 2.553543 -0.357533 -0.057 -0.022 0.143 0.11
H 4.724436 2.234611 0.826484 0.022 -0.058 -0.140 0.12
H 2.836212 4.602693 0.846080 0.139 0.175 0.014 0.11
H 3.247409 3.546267 2.189766 0.276 0.027 0.133 0.11
O -3.794531 -1.235164 -3.919421 -0.314 0.028 0.342 0.11
C -3.257459 -0.275973 -3.443940 0.861 -0.645 -0.904 -0.50
C -1.868754 0.241794 -3.827122 -0.781 0.196 0.807 -0.06
C -1.914167 1.664387 -3.274036 0.587 0.764 -0.237 -0.14
C -3.034873 1.660576 -2.233243 -0.181 0.134 0.158 -0.14
O -3.787077 0.459669 -2.459167 -0.401 0.190 0.257 0.03
H -1.168965 -0.404496 -3.295648 0.072 0.028 -0.050 0.09
H -1.712309 0.120429 -4.892203 0.039 0.130 -0.053 0.13
H -0.981300 2.041431 -2.850365 0.042 -0.351 0.118 0.11
H -2.147928 2.392582 -4.053744 -0.174 -0.207 -0.114 0.11
H -2.714123 1.679296 -1.189451 0.258 -0.270 -0.121 0.10
H -3.715314 2.506645 -2.344587 -0.008 -0.078 -0.137 0.12
O 0.623818 6.136126 0.925975 0.059 -0.025 -0.255 0.13
C 0.141548 5.063556 1.120991 -0.385 0.226 0.717 -0.48
C -0.885407 4.284724 0.319940 0.677 0.275 0.280 -0.07
C -1.446084 3.303780 1.339093 -0.977 0.931 -0.597 -0.16
C -0.255084 3.114988 2.249417 -0.214 -2.265 -0.510 -0.19
O 0.491150 4.320462 2.218470 -0.210 0.025 -0.006 0.03
H -1.637494 4.912094 -0.145750 0.246 0.148 -0.204 0.13
H -0.215355 3.807363 -0.408175 -0.569 -0.279 -0.272 0.13
H -2.293742 3.768904 1.856579 0.192 0.131 0.082 0.12
H -1.891805 2.468174 0.798301 0.540 -0.540 0.465 0.08
H -0.509473 2.742960 3.240745 0.037 0.805 0.300 0.11
H 0.298774 2.263525 1.823283 0.530 0.469 -0.060 0.11
C -2.773543 -0.398623 2.643756 0.263 0.539 0.163 0.01
C -2.438014 -0.016303 4.058580 0.022 -0.037 0.467 -0.59
N -3.478742 0.050325 4.938859 0.420 0.054 -0.228 0.16
O -1.299877 0.258892 4.401524 -0.166 0.102 -0.250 0.03
H -2.648743 0.527124 2.075139 0.121 -0.171 -0.185 0.07
H -3.800583 -0.720593 2.495812 0.068 -0.323 0.020 0.08
H -2.010879 -1.117058 2.350271 -0.280 -0.124 -0.355 0.08
H -4.308095 -0.482723 4.752829 -0.135 0.121 0.180 0.10
H -3.200460 0.268978 5.882616 -0.284 -0.163 0.093 0.11
C 0.798354 -1.221621 0.578340 -0.649 0.055 0.141 0.01
C 0.935946 -0.365195 -0.655970 0.343 -0.370 0.254 -0.59
N 1.021541 -1.004247 -1.853134 0.053 0.899 0.514 0.18
O 1.017230 0.850882 -0.583931 -0.177 0.200 -0.081 0.01
H 1.769487 -1.411413 1.032741 0.080 -0.055 -0.145 0.08
H 0.255159 -2.151560 0.400435 0.271 -0.125 -0.063 0.05
H 0.204626 -0.660046 1.302247 0.145 0.088 0.014 0.07
H 1.064880 -0.343841 -2.612946 0.056 -0.490 -0.398 0.11
H 0.871037 -1.984956 -1.989553 -0.197 0.007 -0.140 0.07
C -2.614595 -2.859641 -1.072470 0.571 1.112 -0.145 0.00
C -2.294758 -3.987966 -0.146463 0.275 -0.484 -0.001 -0.59
N -3.101003 -5.083152 -0.228618 -0.339 -0.222 0.155 0.16
O -1.295821 -4.014691 0.559829 -0.291 0.280 0.055 0.01
H -2.039143 -1.966199 -0.809720 0.213 -0.293 0.285 0.08
H -3.635501 -2.483524 -1.102623 -0.233 -0.666 -0.207 0.09
H -2.222976 -3.120331 -2.057830 -0.503 -0.003 -0.178 0.07
H -3.020706 -5.792044 0.480422 0.284 -0.030 -0.048 0.11
H -3.868898 -5.187041 -0.867909 -0.042 0.426 0.004 0.10
C 1.844716 1.182511 4.291877 -1.044 -0.662 1.039 -0.02
C 3.286408 0.931924 4.018418 1.136 0.736 -0.154 -0.59
N 3.622277 -0.349771 3.704921 -0.722 -0.136 0.012 0.15
O 4.144807 1.801248 4.065743 -0.403 -0.179 -0.031 0.03
H 1.497328 0.532743 5.107961 0.238 -0.157 -0.111 0.09
H 1.174532 0.903225 3.480516 0.184 0.226 -0.228 0.05
H 1.622807 2.169251 4.686612 0.349 0.283 -0.517 0.09
H 4.577675 -0.581824 3.509125 0.056 0.008 0.022 0.10
H 2.902607 -1.050375 3.707759 0.222 -0.176 -0.050 0.09
```
Forces are in eV/Å.

The HOMO energy is -0.3443 hartree. Its SMILES is O=C1CCCO1.O=C1CCCO1.O=C1CCCO1.O=C1CCCO1.CC(N)=O.CC(N)=O.CC(N)=O.CC(N)=O. The net charge is 0. As for the lowest unoccupied orbital energy: 0.164 eV.